{
  "formula": "C4H12O",
  "method": "ωB97M-V/def2-TZVPD",
  "total_charge": 0,
  "homo_lumo_gap_ev": 11.135,
  "e_above_lowest_kj_mol": 160.35,
  "lumo_energy_ha": 0.0360,
  "species": ["C", "C", "O", "H", "H", "H", "H", "H", "H", "C", "C", "H", "H", "H", "H", "H", "H"],
  "xyz": [[2.09112, 1.07036, -1.08588], [1.71338, -0.04867, -0.19734], [2.38052, -0.01177, 1.14280], [2.99890, 1.58514, -0.79114], [2.47613, 0.48065, -1.93036], [1.28854, 1.70734, -1.48126], [2.17677, -0.81486, -0.73287], [0.68491, -0.31325, 0.05130], [3.35894, 0.15202, 1.18732], [-2.65740, -1.19628, 0.27426], [-2.20256, 0.24376, 0.68087], [-3.44012, -1.52176, 1.02286], [-1.73568, -1.84054, 0.34884], [-3.09120, -1.28358, -0.74860], [-1.13835, 0.25500, 0.33145], [-2.68620, 1.10611, 0.15097], [-2.21768, 0.43031, 1.77678]],
  "atomic_forces_ev_per_a": [[-0.05, 0.34, -2.10], [1.74, -0.21, 3.16], [-0.15, 0.24, -0.20], [-0.31, 0.51, 0.55], [-0.25, 0.89, -0.60], [0.38, 0.16, 0.50], [0.13, -2.30, -0.08], [0.17, 0.53, -0.30], [-1.53, -0.21, -0.95], [-0.41, 0.12, 1.01], [1.02, 0.11, -1.04], [0.86, -0.08, -0.99], [-1.25, 0.30, -0.05], [0.43, 0.21, 0.74], [-0.81, 0.61, 0.60], [0.06, -0.96, 0.52], [-0.03, -0.26, -0.78]]
}